The following is a DFT calculation (ωB97M-V/def2-TZVPD) of an isolated molecule of C3H3N3.

Computed properties:
Energy: -7624.36610 eV
Net charge: 0
Spin multiplicity: 1
Highest occupied orbital energy (spin up / spin down): -7.2359 / -8.7061 eV
Energy relative to the best compared isomer or geometry (same formula, charge and spin): 5.183 eV
Frontier orbital gap (spin up / spin down): 6.7 / 8.4 eV

Structure (XYZ):
```
9
Properties=species:S:1:pos:R:3:forces:R:3
C -0.031813 -0.844628 -0.058145 -0.90 0.02 0.96
C -1.082985 0.014846 0.297059 0.56 -0.10 0.11
N -0.748431 1.195167 0.814456 -0.03 -0.06 -0.06
N -0.329319 2.185516 1.149929 -0.17 0.05 0.04
N 2.255322 0.368593 -0.039038 -0.16 -0.09 0.31
C 1.305913 -0.333238 -0.317949 -0.44 -0.26 -1.29
H -0.286864 -1.832623 -0.424848 0.16 0.19 0.04
H -2.138104 -0.206873 0.241361 0.10 0.08 -0.02
H 1.099224 -0.639422 -1.424417 0.89 0.18 -0.08
```
Positions in Å, forces in eV/Å.